# CH2N2OS

An isolated molecule of CH2N2OS (ωB97M-V with the def2-TZVPD basis set, the Open Molecules 2025 dataset).

Computed properties:
LUMO energy, eV: -0.5159
SMILES string: C1N=NOS1
Orbital gap, eV: 8.96
Molar mass, Da: 90.11

Geometry (Å):
S (0.842509, -1.298670, -0.330062)
O (1.319679, -0.244395, 1.187317)
N (0.531916, 0.742215, 1.270393)
N (-0.357893, 0.926022, 0.483699)
C (-0.485895, -0.055275, -0.572684)
H (-1.477313, -0.509316, -0.499799)
H (-0.373003, 0.439419, -1.538862)

Force components x, y, z for each atom (eV/Å):
-0.11 1.40 1.26
0.95 -2.75 -1.57
-0.37 1.82 1.31
-0.80 0.72 -0.25
0.23 -1.25 -0.85
0.15 0.05 -0.03
-0.05 0.01 0.14



# C5H13N2

The ion C5H13N2 with charge +1 (ωB97M-V with the def2-TZVPD basis set, the Open Molecules 2025 dataset).

Computed properties:
LUMO energy, eV: -3.0381
Net charge: +1
SMILES string: C=NCC[C@@H](C)[NH3+]
Orbital gap, eV: 11.25
Molar mass, Da: 101.17

Geometry (Å):
N (0.397849, -1.706161, -0.504284)
N (-0.298609, -0.299553, 1.498447)
C (-0.733993, 2.106166, 1.003466)
C (1.467317, -2.361565, -0.600803)
C (-0.236399, 0.594133, -0.921331)
C (0.002629, 0.868462, 0.576695)
C (0.081588, -0.735894, -1.568958)
H (-0.797959, -1.182977, -2.029343)
H (-1.273016, -0.199591, 1.797744)
H (-0.618029, 2.387757, 2.044689)
H (0.810034, -0.727938, -2.383810)
H (1.922533, -2.529794, -1.571816)
H (1.078279, 1.032919, 0.578835)
H (1.850132, -2.790335, 0.303755)
H (0.096662, 1.502633, -1.441162)
H (-0.377051, -1.084795, 0.798537)
H (-1.315219, 0.717632, -1.071267)
H (-0.620992, 2.982969, 0.369875)
H (-1.792296, 1.856616, 0.860095)
H (0.356545, -0.430684, 2.260637)

Force components x, y, z for each atom (eV/Å):
0.67 1.21 -0.32
-1.99 1.12 -1.08
-1.45 -0.20 0.02
-0.56 -0.34 -0.15
-2.40 0.92 0.00
2.07 0.51 -0.84
-0.24 -1.87 -0.41
-0.39 0.55 -0.18
0.32 0.23 0.77
0.33 -0.01 0.10
0.38 0.23 0.37
0.67 0.30 0.07
0.22 -0.15 0.84
0.24 -0.89 0.13
0.62 -0.55 0.02
1.38 -0.93 0.26
-0.19 -0.04 0.16
0.60 -0.13 -0.05
-0.18 0.14 0.24
-0.09 -0.10 0.03



# C6H18O3S3

A cluster of 3 separate species, C6H18O3S3 in total (ωB97M-V with the def2-TZVPD basis set, the Open Molecules 2025 dataset).

Computed properties:
LUMO energy, eV: 0.4298
Orbital gap, eV: 9.19
Molar mass, Da: 234.41

Geometry (Å):
S (4.021172, -2.135241, -2.582096)
S (-3.837420, 0.798596, 1.937400)
S (-0.029989, 0.709723, -0.076587)
O (0.345147, 0.614959, -1.512047)
O (4.870819, -1.436433, -3.608942)
O (-4.235618, 2.210875, 2.264109)
C (3.841999, -0.985555, -1.151643)
C (-4.977485, -0.373126, 2.730213)
C (-4.396903, 0.531448, 0.252580)
C (-1.099016, 2.216191, -0.039584)
C (1.355530, 1.582220, 0.690073)
C (5.091284, -3.320896, -1.780878)
H (1.572215, 2.490974, 0.129399)
H (-5.974389, 0.047173, 2.568345)
H (-2.132096, 1.936661, -0.231060)
H (-4.814223, -0.379252, 3.804906)
H (-4.870893, -1.356289, 2.282488)
H (5.948508, -2.832329, -1.315552)
H (4.409252, -1.370663, -0.303352)
H (-0.759110, 2.798631, -0.894600)
H (2.808287, -1.021819, -0.800257)
H (-4.776337, 1.467489, -0.159327)
H (-5.175304, -0.212101, 0.078882)
H (2.195320, 0.894690, 0.585937)
H (4.088120, 0.013882, -1.489961)
H (5.494134, -3.991048, -2.537987)
H (-1.057698, 2.816654, 0.866731)
H (1.139787, 1.890070, 1.712226)
H (-3.529953, 0.269402, -0.355399)
H (4.484847, -3.874878, -1.064027)

Force components x, y, z for each atom (eV/Å):
0.45 0.89 -0.66
-0.02 0.57 0.21
-0.25 1.78 -0.02
0.02 -0.54 -0.05
-0.50 -0.33 0.67
0.04 -0.92 0.12
-0.54 -0.97 0.31
-0.49 0.92 0.02
-0.04 -0.11 -1.12
-0.25 -0.35 -0.20
0.16 -0.08 -0.11
0.30 -0.16 0.14
-0.11 -0.11 -0.29
-0.02 -0.25 -0.12
0.03 -0.06 0.04
0.30 -0.10 -0.03
0.07 -0.05 0.02
-0.18 0.12 0.12
0.47 0.42 -0.19
0.19 -0.01 0.01
-0.12 0.14 -0.43
0.06 0.18 0.41
0.09 -0.13 0.42
0.08 0.16 0.38
0.23 0.00 0.02
-0.29 -0.05 -0.12
0.12 -0.25 0.16
0.06 -0.43 0.13
-0.02 -0.18 0.04
0.15 -0.05 0.10



# C4H6N2O

An isolated molecule of C4H6N2O (ωB97M-V with the def2-TZVPD basis set, the Open Molecules 2025 dataset).

Computed properties:
LUMO energy, eV: 0.9478
SMILES string: COc1cc[nH]n1
Orbital gap, eV: 9.87
Molar mass, Da: 98.10

Geometry (Å):
O (1.396811, 0.324004, -0.779434)
N (-0.269462, -1.260311, -0.141759)
N (-1.261557, -1.182063, 1.086273)
C (-0.860882, -0.166146, 1.871781)
C (0.857666, 0.505757, -2.108932)
C (0.498247, -0.190156, 0.101423)
C (0.225391, 0.461958, 1.334569)
H (0.752065, 1.303505, 1.737785)
H (-2.156874, -1.619507, 1.431498)
H (0.946069, -0.406176, -2.706917)
H (1.435134, 1.316459, -2.569893)
H (-0.205130, 0.783613, -2.055672)
H (-1.357480, 0.129064, 2.799277)

Force components x, y, z for each atom (eV/Å):
-0.55 -0.61 -0.19
-2.32 0.88 2.18
1.34 0.64 -0.40
0.58 0.33 -0.16
0.02 0.01 0.00
-1.17 -0.43 0.74
0.08 -0.02 -0.17
0.08 0.17 -0.02
1.71 -0.34 -1.95
0.05 0.10 0.16
-0.13 -0.28 0.17
0.33 -0.03 0.04
-0.03 -0.41 -0.40



# C8H10N2O

A structure of composition C8H10N2O (ωB97M-V with the def2-TZVPD basis set, the Open Molecules 2025 dataset).

Computed properties:
LUMO energy, eV: 0.7657
Orbital gap, eV: 8.37
Molar mass, Da: 150.18

Geometry (Å):
O (2.400768, 3.753313, 0.419363)
N (-1.642189, -4.106526, -3.405531)
N (1.595995, 0.397985, 1.327599)
C (0.637870, 0.514066, 0.311238)
C (-1.103405, -3.364539, -4.031490)
C (0.817989, 1.997779, -0.063368)
C (2.275669, 1.588569, 1.594746)
C (-0.185393, -1.291025, 0.079270)
C (-1.401163, -1.591131, 0.555868)
C (1.823717, 2.539228, 0.687972)
C (-2.449249, -0.554322, 0.866061)
H (-0.556734, -2.668480, -4.652184)
H (-1.517554, -2.653648, 0.700783)
H (-1.959919, 0.429799, 0.744980)
H (2.966921, 1.680855, 2.422063)
H (0.591075, -1.888006, -0.357582)
H (1.494069, -0.423370, 1.887611)
H (-2.915229, -0.698970, 1.897834)
H (0.499152, 2.496736, -0.903452)
H (-3.153251, -0.332337, 0.034761)
H (1.780862, 4.174024, -0.116542)

Force components x, y, z for each atom (eV/Å):
1.16 -1.21 1.81
-2.42 -3.25 2.81
-1.63 0.80 -1.39
0.84 1.23 0.28
2.75 3.58 -3.14
-1.14 -5.34 0.56
-0.30 -0.39 0.02
0.57 4.29 0.80
1.37 0.97 -0.80
1.22 -1.28 1.20
0.18 0.84 0.43
-0.33 -0.32 0.35
-0.70 -0.27 -0.22
0.31 -0.30 1.04
-0.02 -0.14 -0.28
0.10 -0.37 0.26
0.62 -0.06 0.63
0.35 0.36 -1.65
-1.27 0.65 -1.86
-0.27 -1.34 0.62
-1.38 1.55 -1.47



# C2F4O2S

An isolated molecule of C2F4O2S (ωB97M-V with the def2-TZVPD basis set, the Open Molecules 2025 dataset).

Computed properties:
LUMO energy, eV: -0.4976
Orbital gap, eV: 10.67
Molar mass, Da: 164.08

Geometry (Å):
S (-0.329356, -0.769410, -1.464734)
F (-1.442562, 1.145043, -0.172537)
F (0.838279, 1.094547, 1.869444)
F (0.758648, 1.676626, -0.653963)
F (1.057757, -1.524898, -0.847246)
O (-1.396851, -1.460851, -0.797071)
O (0.307357, -1.004595, 1.302397)
C (-0.124393, 0.716835, -0.255133)
C (0.331120, 0.126704, 1.018844)

Force components x, y, z for each atom (eV/Å):
1.52 -0.87 1.57
1.86 0.35 -0.02
-0.49 -0.79 -0.86
-1.39 -0.67 -0.02
-0.84 0.92 -1.85
-0.45 0.00 -0.80
-0.18 0.13 0.98
-0.76 0.34 -1.47
0.73 0.57 2.46



> Look up the orbital gap of the second one.

11.25 eV